1.
26
Properties=species:S:1:pos:R:3 method="wB97M-V/def2-TZVPD" total_charge=-1 gap_ev=7.371 homo_ev=-6.0
Na -10.08 -0.58 -6.37
C -14.70 -1.46 -4.50
F -16.04 -1.55 -4.69
F -14.54 -0.31 -3.85
F -14.37 -2.43 -3.65
S -13.74 -1.54 -6.14
O -14.37 -0.56 -6.97
O -12.34 -1.32 -5.75
O -14.09 -2.87 -6.77
C -8.33 1.68 -7.64
F -8.71 0.74 -8.51
F -9.38 2.14 -6.94
F -7.45 1.26 -6.78
S -7.48 3.19 -8.63
O -8.44 3.60 -9.67
O -7.15 4.25 -7.64
O -6.20 2.72 -9.18
O -8.27 -0.40 -4.49
H -7.49 0.14 -4.66
H -8.22 -0.62 -3.56
O -11.65 -0.11 -8.37
H -12.56 -0.07 -8.07
H -11.46 0.77 -8.68
O -8.28 -2.17 -6.92
H -7.65 -2.72 -6.44
H -8.29 -2.53 -7.81

2.
18
Properties=species:S:1:pos:R:3 method="wB97M-V/def2-TZVPD" smiles="C[C@@H](CN)NC(=O)O" total_charge=0 gap_ev=10.144 homo_ev=-9.4
C -1.13 -0.27 -0.69
C 0.28 0.19 -0.39
C 0.27 1.61 0.22
N -0.08 2.65 -0.76
N 0.81 -0.66 0.73
C 0.85 -2.02 0.56
O 1.25 -2.60 -0.42
O 0.41 -2.65 1.67
H -1.66 0.33 -1.43
H -1.76 -0.36 0.18
H -1.08 -1.29 -1.09
H 0.97 0.12 -1.22
H -0.49 1.61 1.00
H 1.25 1.84 0.65
H 0.00 2.39 -1.73
H -0.98 3.04 -0.52
H 0.46 -0.37 1.62
H 0.63 -3.56 1.63